# 1
The following is a quantum chemistry calculation of a structure of composition C28H38N6ORh, from OMol25.

Last column: Löwdin charge in e.
Atoms and positions in Å:
Rh: -0.18 -0.37 0.81  0.82
C: -2.35 -2.05 2.32  -0.21
C: -1.73 -1.61 3.65  -0.17
C: -0.37 -0.88 3.63  -0.22
N: -0.35 0.22 2.67  -0.13
C: -0.81 1.43 2.92  -0.21
C: -1.19 1.83 4.23  -0.01
C: -1.69 3.02 4.70  -0.07
C: -1.98 4.21 4.03  -0.10
C: -1.83 4.42 2.68  -0.08
C: -1.36 3.58 1.68  -0.02
C: -0.86 2.27 1.71  -0.22
N: -0.41 1.64 0.60  -0.11
C: -0.25 2.46 -0.58  -0.24
C: 0.64 1.88 -1.67  -0.16
C: -0.08 1.08 -2.76  -0.09
N: 0.05 -0.41 -2.56  -0.04
C: -1.18 -1.20 -2.70  -0.12
C: -1.98 -1.03 -3.75  0.01
C: -3.19 -1.76 -4.05  -0.05
C: -3.54 -2.97 -3.58  -0.06
C: -2.79 -3.83 -2.69  -0.05
C: -1.82 -3.49 -1.82  0.01
C: -1.28 -2.16 -1.58  -0.21
N: -0.69 -1.79 -0.50  -0.10
C: -0.43 -2.65 0.65  -0.26
C: -1.60 -3.12 1.51  -0.16
H: -3.33 -2.45 2.56  0.11
H: -2.53 -1.17 1.69  0.09
H: -2.45 -0.95 4.14  0.11
H: -1.62 -2.48 4.30  0.12
H: -0.13 -0.55 4.64  0.11
H: 0.43 -1.56 3.34  0.10
H: -1.07 1.07 4.98  0.09
H: -1.88 3.03 5.77  0.11
H: -2.37 5.03 4.62  0.10
H: -2.15 5.39 2.33  0.11
H: -1.42 4.03 0.70  0.08
H: -1.23 2.73 -1.02  0.12
H: 0.21 3.41 -0.28  0.12
H: 1.13 2.72 -2.17  0.12
H: 1.43 1.28 -1.21  0.10
H: -1.14 1.31 -2.76  0.13
H: 0.31 1.30 -3.75  0.13
H: -1.71 -0.25 -4.46  0.13
H: -3.84 -1.29 -4.78  0.11
H: -4.46 -3.39 -3.96  0.11
H: -3.09 -4.87 -2.70  0.12
H: -1.39 -4.28 -1.21  0.12
H: 0.21 -3.47 0.33  0.13
H: 0.34 -2.07 1.28  0.08
H: -2.32 -3.64 0.87  0.10
H: -1.21 -3.88 2.19  0.12
C: 4.30 -1.65 0.16  -0.02
N: 4.00 -1.06 -1.14  -0.07
C: 4.83 0.04 -1.60  -0.14
C: 4.70 0.19 -3.11  -0.14
C: 3.24 0.38 -3.47  -0.14
N: 2.46 -0.71 -2.88  -0.01
C: 1.18 -1.04 -3.38  -0.07
C: 2.83 -1.41 -1.72  -0.47
O: 2.09 -2.28 -1.29  0.04
H: 5.38 -1.62 0.32  0.09
H: 3.96 -2.68 0.19  0.09
H: 3.81 -1.10 0.97  0.09
H: 5.86 -0.18 -1.33  0.13
H: 4.55 0.97 -1.10  0.13
H: 5.09 -0.70 -3.60  0.13
H: 5.27 1.05 -3.45  0.13
H: 3.10 0.35 -4.55  0.13
H: 2.89 1.35 -3.11  0.11
H: 1.01 -2.11 -3.32  0.15
H: 1.06 -0.69 -4.41  0.15
H: 0.31 -0.55 -1.56  0.10

Computed properties:
HOMO level (spin up / spin down) ... -8.703 / -8.704 eV
Frontier orbital gap (spin up / spin down) ... 0.21020 / 0.21022 hartree
LUMO energy (spin up / spin down) ... -2.983 / -2.984 eV
ΔE to the lowest compared entry with this formula, charge and spin ... 0.0 kcal per mole
Net charge ... +1



# 2
The following is a quantum chemistry calculation of a structure of composition C28H39BCl2HfN5O6, from OMol25.

Last column: Löwdin charge in e.
Atoms and positions in Å:
Hf: -0.55 -0.82 -0.65  1.71
N: -2.59 0.39 -1.28  0.00
C: -3.64 -0.43 -1.91  -0.19
C: -3.68 -1.80 -1.25  -0.18
N: -2.44 -2.56 -1.50  -0.20
C: -2.34 -2.94 -2.94  -0.17
C: -0.99 -2.55 -3.53  -0.21
N: 0.07 -2.77 -2.52  -0.02
C: -2.41 -3.80 -0.68  -0.17
C: -1.66 -3.70 0.64  -0.21
N: -0.29 -3.18 0.43  -0.03
H: -2.90 0.72 -0.37  0.10
H: -2.38 1.22 -1.83  0.11
H: -3.41 -0.51 -2.97  0.11
H: -4.63 0.03 -1.82  0.13
H: -4.57 -2.35 -1.60  0.14
H: -3.78 -1.66 -0.17  0.12
H: -3.13 -2.47 -3.52  0.12
H: -2.49 -4.02 -3.05  0.12
H: -0.98 -1.50 -3.78  0.10
H: -0.82 -3.12 -4.45  0.12
H: 0.94 -2.42 -2.89  0.08
H: 0.19 -3.77 -2.40  0.09
H: -1.93 -4.58 -1.26  0.11
H: -3.43 -4.14 -0.47  0.14
H: -1.64 -4.70 1.08  0.13
H: -2.18 -3.05 1.33  0.11
H: 0.27 -3.90 -0.01  0.09
H: 0.12 -3.02 1.35  0.07
Cl: 0.39 2.02 -4.42  0.76
C: 1.63 1.30 -3.47  -0.58
C: 2.96 1.71 -3.64  -0.11
C: 3.95 1.15 -2.88  -0.60
Cl: 5.59 1.66 -3.11  0.74
C: 3.65 0.17 -1.91  -0.16
C: 4.61 -0.45 -1.08  0.01
C: 4.21 -1.37 -0.15  -0.02
C: 2.85 -1.66 -0.03  -0.11
N: 1.92 -1.13 -0.79  0.03
C: 2.30 -0.22 -1.74  -0.15
C: 1.26 0.33 -2.55  -0.39
O: 0.02 -0.07 -2.41  -0.29
H: 3.20 2.47 -4.37  0.12
H: 5.65 -0.20 -1.20  0.10
H: 4.92 -1.85 0.50  0.12
H: 2.51 -2.37 0.73  0.11
C: -0.80 4.61 0.05  0.00
C: 0.21 3.47 0.02  -0.46
C: 1.36 3.84 -0.91  0.00
O: -0.42 2.29 -0.54  0.05
B: 0.06 1.17 0.13  -0.65
O: 0.81 1.54 1.21  0.07
C: 0.70 2.98 1.41  -0.46
C: 2.05 3.50 1.86  0.00
C: -0.33 3.18 2.52  0.01
H: -1.06 4.88 -0.97  0.09
H: -0.37 5.48 0.55  0.10
H: -1.72 4.32 0.57  0.09
H: 0.96 4.02 -1.91  0.09
H: 2.08 3.03 -0.98  0.09
H: 1.87 4.74 -0.57  0.10
H: 2.84 3.20 1.17  0.09
H: 2.28 3.09 2.84  0.09
H: 2.04 4.59 1.93  0.10
H: -1.30 2.77 2.23  0.09
H: -0.45 4.24 2.76  0.10
H: 0.00 2.66 3.41  0.10
O: -2.22 0.40 4.89  0.10
C: -1.05 -0.14 4.53  -0.26
C: -0.08 -0.34 5.52  0.01
C: 1.16 -0.85 5.20  -0.06
C: 1.47 -1.16 3.88  -0.07
C: 0.52 -0.99 2.90  -0.06
C: -0.76 -0.50 3.20  -0.07
C: -1.80 -0.32 2.16  -0.50
O: -2.82 0.33 2.39  0.08
O: -1.64 -0.94 1.02  -0.25
H: -2.72 0.58 4.07  0.08
H: -0.34 -0.07 6.54  0.13
H: 1.90 -0.99 5.98  0.11
H: 2.46 -1.52 3.62  0.10
H: 0.77 -1.17 1.87  0.06

Computed properties:
HOMO level ... -10.771 eV
Frontier orbital gap ... 0.28046 hartree
LUMO energy ... -3.140 eV
ΔE to the lowest compared entry with this formula, charge and spin ... 21.8 kcal per mole
Net charge ... +1



# 3
The following is a quantum chemistry calculation of a structure of composition C28H39BCrN3O3S, from OMol25.

Last column: Löwdin charge in e.
Atoms and positions in Å:
Cr: -0.97 -0.42 -0.63  0.68
S: -3.17 -1.76 -1.48  0.65
C: -2.02 -2.87 -0.83  -0.76
C: -2.31 -4.20 -0.52  -0.09
C: -1.30 -5.03 -0.08  -0.07
C: 0.00 -4.52 0.03  -0.07
C: 0.21 -3.20 -0.26  -0.12
N: -0.77 -2.37 -0.66  -0.12
H: -3.33 -4.55 -0.63  0.10
H: -1.51 -6.06 0.16  0.10
H: 0.82 -5.15 0.34  0.09
H: 1.19 -2.73 -0.19  0.12
O: -2.27 1.51 -0.21  -0.13
C: -2.64 2.06 1.06  -0.22
C: -3.99 1.56 1.55  -0.17
C: -4.10 0.04 1.41  -0.18
C: -3.00 -0.65 2.17  -0.31
C: -3.21 -0.93 3.50  -0.10
C: -2.22 -1.56 4.29  -0.15
C: -1.02 -1.89 3.61  -0.14
C: -0.87 -1.57 2.29  -0.19
N: -1.80 -0.92 1.51  0.01
H: -3.07 1.25 -0.69  0.08
H: -2.65 3.15 0.98  0.11
H: -1.84 1.77 1.75  0.12
H: -4.79 2.06 0.99  0.11
H: -4.09 1.85 2.60  0.11
H: -4.04 -0.25 0.36  0.02
H: -5.07 -0.29 1.78  0.11
H: -4.18 -0.68 3.93  0.09
H: -2.37 -1.78 5.33  0.06
H: -0.22 -2.42 4.13  0.08
H: 0.06 -1.83 1.79  0.06
C: -0.89 3.17 -2.87  -0.09
N: 0.05 2.67 -1.89  -0.26
C: 0.56 3.74 -1.06  -0.10
C: 1.12 1.94 -2.52  -0.19
C: 0.68 0.67 -3.20  -0.23
C: 1.22 0.48 -4.48  -0.08
C: 0.99 -0.67 -5.21  -0.12
C: 0.19 -1.64 -4.65  -0.11
C: -0.34 -1.45 -3.38  -0.14
C: -0.14 -0.31 -2.58  -0.12
H: -0.43 3.90 -3.55  0.08
H: -1.73 3.65 -2.36  0.08
H: -1.27 2.33 -3.46  0.09
H: 1.13 4.49 -1.64  0.09
H: 1.21 3.32 -0.29  0.06
H: -0.27 4.25 -0.57  0.08
H: 1.84 1.67 -1.74  0.08
H: 1.64 2.60 -3.24  0.12
H: 1.84 1.27 -4.90  0.09
H: 1.42 -0.79 -6.20  0.09
H: -0.02 -2.56 -5.19  0.09
H: -0.98 -2.25 -3.02  0.05
C: 4.15 -0.74 0.72  -0.01
C: 3.10 0.34 0.55  -0.47
C: 3.76 1.55 -0.11  -0.02
O: 2.07 -0.15 -0.32  0.06
B: 0.81 0.18 0.17  -0.59
O: 0.96 0.83 1.40  0.07
C: 2.31 0.71 1.86  -0.47
C: 2.72 2.02 2.51  -0.01
C: 2.34 -0.40 2.91  -0.01
H: 4.62 -0.92 -0.25  0.09
H: 3.71 -1.68 1.05  0.08
H: 4.93 -0.44 1.43  0.09
H: 4.10 1.26 -1.11  0.10
H: 4.62 1.90 0.47  0.09
H: 3.05 2.38 -0.22  0.06
H: 2.60 2.87 1.84  0.08
H: 3.76 1.98 2.84  0.09
H: 2.09 2.18 3.39  0.09
H: 2.06 -1.35 2.46  0.08
H: 1.59 -0.16 3.67  0.09
H: 3.32 -0.49 3.37  0.09

Computed properties:
2S+1 ... 5
HOMO level (spin up / spin down) ... -0.968 / -4.685 eV
Frontier orbital gap (spin up / spin down) ... 0.13397 / 0.27049 hartree
LUMO energy (spin up / spin down) ... 2.678 / 2.676 eV
ΔE to the lowest compared entry with this formula, charge and spin ... 45.6 kcal per mole
Net charge ... -1



# 4
The following is a quantum chemistry calculation of a cluster of 4 separate species, C28H39Br2F8N5O5S in total, from OMol25.

Last column: Löwdin charge in e.
Atoms and positions in Å:
N: -0.95 -2.88 3.45  0.20
C: -0.32 -2.56 2.55  -0.29
O: 0.20 -2.26 1.33  0.02
C: -0.88 -1.93 0.42  -0.21
O: -0.51 -2.69 -0.77  -0.13
S: -1.02 -1.86 -2.10  0.72
O: -2.38 -2.07 -2.56  -0.24
O: -0.05 -1.67 -3.16  -0.22
O: -1.01 -0.36 -1.36  -0.19
C: -1.18 -0.43 0.09  -0.31
C: -2.66 0.15 0.25  -0.08
C: -3.83 -0.91 0.19  -0.16
C: -5.11 -0.49 -0.66  -0.06
C: -5.71 0.93 -0.36  -0.33
F: -7.11 0.76 -0.36  0.05
F: -5.40 1.44 0.89  0.09
C: -5.44 2.03 -1.51  -0.42
F: -6.59 2.17 -2.26  0.12
F: -5.07 3.27 -1.00  0.11
F: -4.45 1.67 -2.39  0.12
C: -0.23 0.62 0.84  -0.08
C: 0.87 1.25 -0.13  -0.14
C: 2.09 0.32 -0.40  -0.63
F: 1.79 -0.87 -1.09  -0.03
Br: 3.04 -0.27 1.28  0.96
C: 3.19 1.10 -1.30  -0.75
F: 2.92 2.47 -1.39  -0.03
F: 3.20 0.63 -2.61  0.01
Br: 5.03 0.99 -0.52  0.68
H: -1.73 -2.57 0.81  0.17
H: -2.81 0.87 -0.61  0.13
H: -2.81 0.76 1.18  0.12
H: -4.19 -1.05 1.25  0.12
H: -3.52 -1.93 -0.17  0.10
H: -5.92 -1.23 -0.38  0.14
H: -4.91 -0.68 -1.76  0.13
H: 0.29 0.18 1.73  0.10
H: -0.83 1.49 1.24  0.11
H: 1.27 2.15 0.43  0.13
H: 0.40 1.68 -1.06  0.14
C: 6.17 -4.13 3.93  -0.11
C: 4.81 -4.77 3.66  -0.26
C: 4.14 -4.26 2.38  -0.16
C: 3.79 -2.84 2.47  -0.15
N: 3.51 -1.72 2.53  -0.23
H: 6.07 -3.06 4.10  0.07
H: 6.62 -4.57 4.82  0.07
H: 6.85 -4.29 3.09  0.08
H: 4.15 -4.61 4.52  0.11
H: 4.94 -5.85 3.57  0.11
H: 3.23 -4.84 2.20  0.09
H: 4.80 -4.42 1.53  0.13
C: -4.77 6.86 0.79  -0.11
C: -3.43 7.32 1.36  -0.26
C: -2.24 6.96 0.47  -0.19
C: -2.04 5.51 0.36  -0.22
N: -1.89 4.38 0.28  0.15
H: -4.82 5.77 0.71  0.06
H: -5.58 7.19 1.44  0.07
H: -4.93 7.29 -0.20  0.08
H: -3.29 6.89 2.36  0.11
H: -3.45 8.40 1.49  0.11
H: -1.33 7.41 0.88  0.12
H: -2.38 7.39 -0.53  0.12
C: -0.55 -7.03 3.52  -0.10
C: -0.98 -6.27 2.28  -0.27
C: -0.47 -6.89 0.98  -0.18
C: 0.99 -6.84 0.87  -0.22
N: 2.13 -6.79 0.80  0.15
H: 0.54 -7.03 3.64  0.07
H: -0.98 -6.57 4.41  0.08
H: -0.89 -8.07 3.48  0.08
H: -0.64 -5.23 2.35  0.07
H: -2.07 -6.24 2.25  0.11
H: -0.91 -6.36 0.13  0.12
H: -0.81 -7.93 0.90  0.12
C: 3.85 3.98 -3.77  -0.11
C: 3.43 4.78 -5.00  -0.26
C: 3.90 4.14 -6.31  -0.20
C: 5.36 4.14 -6.44  -0.24
N: 6.50 4.13 -6.54  0.14
H: 4.94 3.94 -3.67  0.08
H: 3.45 4.45 -2.86  0.07
H: 3.47 2.96 -3.81  0.06
H: 3.82 5.80 -4.91  0.11
H: 2.34 4.85 -5.01  0.11
H: 3.47 4.71 -7.14  0.12
H: 3.51 3.13 -6.39  0.12

Computed properties:
HOMO level ... -8.582 eV
Frontier orbital gap ... 0.31841 hartree
LUMO energy ... 0.083 eV
Net charge ... 0



# 5
The following is a quantum chemistry calculation of a cluster of 4 separate species, C28H39BrF7O15PS in total, from OMol25.

Last column: Löwdin charge in e.
Atoms and positions in Å:
C: 8.26 -2.62 -0.45  0.12
C: 7.38 -1.80 -0.68  -0.14
C: 6.33 -0.67 -1.07  -0.36
C: 4.92 -1.36 -0.80  -0.16
C: 4.30 -2.15 -2.02  -0.18
C: 2.71 -2.40 -1.85  -0.17
C: 1.84 -1.54 -2.89  -0.18
C: 0.65 -0.74 -2.14  -0.21
C: -0.80 -1.27 -2.53  -0.20
C: -1.87 -0.41 -1.67  -0.20
C: -2.73 0.44 -2.72  -0.21
C: -4.14 0.91 -2.15  -0.18
C: -4.05 1.60 -0.72  -0.20
O: -4.35 0.56 0.26  -0.26
C: -3.42 0.65 1.37  -0.09
C: 6.60 -0.15 -2.54  -0.07
C: 5.63 0.95 -3.11  -0.30
F: 5.53 0.68 -4.50  0.06
F: 4.31 0.90 -2.64  0.08
C: 6.09 2.45 -3.02  -0.18
F: 6.09 2.99 -1.73  0.05
F: 5.13 3.20 -3.76  0.03
C: 8.16 0.18 -2.77  -0.32
O: 8.36 0.62 -4.13  0.00
O: 8.70 1.22 -1.93  -0.17
S: 8.31 1.12 -0.33  0.65
O: 9.36 0.38 0.40  -0.31
O: 8.36 2.50 0.20  -0.34
C: 6.62 0.51 0.02  -0.42
P: 6.70 -0.27 1.79  0.62
O: 5.14 -0.75 2.25  -0.37
Br: 7.36 1.41 3.19  0.30
H: 8.78 -3.62 -0.40  0.07
H: 4.16 -0.59 -0.45  0.13
H: 5.01 -2.10 0.06  0.12
H: 4.40 -1.63 -3.02  0.10
H: 4.78 -3.18 -2.10  0.12
H: 2.43 -2.09 -0.80  0.09
H: 2.48 -3.51 -1.93  0.11
H: 2.46 -0.77 -3.44  0.09
H: 1.35 -2.18 -3.68  0.11
H: 0.73 -0.82 -1.01  0.10
H: 0.71 0.36 -2.38  0.11
H: -0.89 -2.38 -2.33  0.11
H: -0.97 -1.05 -3.63  0.10
H: -2.57 -1.14 -1.16  0.11
H: -1.32 0.22 -0.92  0.10
H: -2.94 -0.20 -3.63  0.11
H: -2.14 1.37 -2.98  0.12
H: -4.63 1.64 -2.87  0.11
H: -4.83 0.00 -2.13  0.12
H: -4.86 2.40 -0.59  0.12
H: -3.02 2.03 -0.56  0.13
H: -2.46 0.14 1.06  0.09
H: -3.86 0.15 2.28  0.06
H: -3.17 1.73 1.62  0.07
H: 6.45 -1.06 -3.21  0.17
H: 7.08 2.69 -3.48  0.17
H: 8.80 -0.75 -2.69  0.17
H: 9.24 1.07 -4.11  0.13
H: 5.81 1.29 0.04  0.12
H: 5.20 -1.71 2.42  0.06
C: -4.52 -3.99 4.38  -0.06
C: -3.54 -4.03 3.24  -0.32
O: -3.48 -2.68 2.82  0.14
C: -3.74 -1.94 3.94  -0.53
O: -3.52 -0.77 4.03  0.15
O: -4.29 -2.70 4.93  0.08
F: -4.01 -4.78 2.22  0.08
H: -5.56 -4.06 4.04  0.15
H: -4.34 -4.77 5.12  0.14
H: -2.54 -4.38 3.52  0.18
C: -6.90 -0.17 2.03  -0.05
C: -7.85 -1.31 1.81  -0.31
O: -8.71 -1.22 2.93  0.14
C: -8.74 0.10 3.27  -0.54
O: -9.55 0.59 3.99  0.17
O: -7.72 0.79 2.68  0.07
F: -7.20 -2.50 1.86  0.07
H: -6.06 -0.44 2.68  0.13
H: -6.50 0.22 1.09  0.13
H: -8.43 -1.25 0.89  0.18
C: -5.86 5.54 2.82  -0.06
C: -6.51 4.18 2.77  -0.32
O: -5.49 3.37 2.22  0.13
C: -4.31 3.94 2.61  -0.52
O: -3.26 3.39 2.57  0.16
O: -4.50 5.21 3.06  0.08
F: -7.56 4.18 1.92  0.08
H: -5.95 6.08 1.88  0.15
H: -6.26 6.16 3.62  0.14
H: -6.81 3.79 3.74  0.18

Computed properties:
HOMO level ... -9.008 eV
Frontier orbital gap ... 0.33079 hartree
LUMO energy ... -0.007 eV
Net charge ... 0
SMILES string ... C#C[C@]1(CCCCCCCCCCOC)[C@@H](C(F)(F)C(F)F)[C@@H](O)OS(=O)(=O)[C@@H]1P(O)Br.O=C1OC[C@@H](F)O1.O=C1OC[C@@H](F)O1.O=C1OC[C@@H](F)O1



| no. | maximum force (eV/A) |
| --- | --- |
| 1 | 0.11 |
| 2 | 4.64 |
| 3 | 2.41 |
| 4 | 6.05 |
| 5 | 7.61 |